[1]
The following is a quantum chemistry calculation of a single C5H10OS2 molecule at a distorted geometry, from OMol25.

## Properties
Kohn-Sham gap: 0.3386 Ha
Total energy: -1067.96535 Ha
LUMO energy: 0.43 eV
SMILES: C=CC(O)(CS)CS

Geometry as XYZ:
```
18
Properties=species:S:1:pos:R:3:forces:R:3
C 1.333 2.380 0.291 4.24 0.55 0.37
C 0.930 1.487 -0.612 -1.08 1.63 1.70
C -0.087 0.458 -0.148 5.01 -1.20 -0.33
O -0.174 0.242 1.211 3.15 -2.74 3.15
C 0.485 -0.816 -0.917 0.23 0.28 5.83
S 1.983 -1.352 0.128 -1.23 -1.82 -1.50
C -1.396 0.715 -0.617 -3.28 -0.50 -1.58
S -2.458 -0.565 0.105 -1.46 1.95 3.15
H 2.366 3.002 0.391 -2.79 -0.96 -1.37
H 1.063 2.173 1.294 -0.81 -0.10 0.83
H 1.089 1.490 -1.666 0.60 0.14 -0.58
H 0.519 -0.651 1.635 -2.49 3.89 -2.64
H 0.532 -0.620 -1.905 0.88 0.25 -3.17
H -0.314 -1.416 -0.608 -0.77 -2.08 -0.32
H 1.715 -2.763 0.084 0.37 1.98 0.03
H -1.449 0.270 -1.627 -0.12 1.61 -0.40
H -1.716 1.769 -0.434 -0.10 -1.01 -0.60
H -2.410 0.137 1.453 -0.35 -1.86 -2.58
```
Positions in Å, forces in eV/Å.

Atomic partial charges in e from the Mulliken method, atoms 1 to 8: -0.677, -0.362, 0.684, -0.583, -0.981, -0.272, -0.859, -0.252

[2]
The following is a quantum chemistry calculation of C32H47Br9Cl2O14 as an isolated structure at a distorted geometry, from OMol25.

## Properties
Kohn-Sham gap: 0.3339 Ha
Total energy: -26387.42614 Ha
LUMO energy: -0.52 eV

Geometry as XYZ:
```
104
Properties=species:S:1:pos:R:3:forces:R:3
O 3.472 2.466 -1.634 0.47 0.49 -0.34
C 3.269 2.437 -0.454 -0.94 -0.65 -0.46
O 3.433 3.484 0.364 0.38 0.61 -0.01
C 3.131 3.152 1.727 0.34 0.11 0.45
C 2.978 1.632 1.722 0.41 -0.27 0.94
C 2.657 1.290 0.285 -0.12 -0.25 0.72
H 2.298 3.758 2.087 -0.51 -0.38 -0.45
H 3.946 3.491 2.372 0.26 -0.16 -0.32
H 2.315 1.251 2.498 -0.37 0.12 -0.33
H 3.950 1.186 1.961 0.08 0.16 -0.01
H 1.580 1.238 0.125 0.27 0.55 -0.22
H 3.030 0.308 0.003 0.18 0.15 -0.32
O 0.452 -1.774 5.170 -0.29 0.30 -0.49
C 1.372 -1.865 4.401 0.83 -0.56 1.08
O 1.261 -2.218 3.129 -1.45 0.58 -0.23
C 2.479 -2.453 2.462 0.60 -0.37 -0.25
C 3.572 -2.295 3.507 0.73 -0.86 0.23
C 2.840 -1.780 4.775 1.09 -0.23 -1.32
H 2.690 -1.749 1.657 -0.83 -0.03 -0.12
H 2.335 -3.468 2.083 0.58 0.17 -0.27
H 4.420 -1.731 3.116 -0.35 0.62 0.23
H 4.057 -3.257 3.700 -0.35 -0.08 0.21
H 3.138 -0.757 4.992 -0.16 -0.05 0.41
H 3.098 -2.489 5.555 -0.40 0.48 0.56
O -1.610 2.638 2.012 0.28 -0.41 0.03
C -2.111 1.943 2.856 0.01 -0.48 -0.06
O -3.199 2.348 3.509 -0.47 1.11 0.44
C -3.539 1.529 4.646 0.26 -0.36 -1.55
C -2.904 0.185 4.264 0.60 -0.47 0.39
C -1.713 0.552 3.382 -0.32 1.99 0.02
H -4.626 1.515 4.614 0.01 -0.11 0.56
H -3.123 1.991 5.539 -0.12 -0.08 0.09
H -3.595 -0.437 3.697 -0.18 0.01 0.25
H -2.513 -0.329 5.143 -0.42 -0.29 -0.01
H -1.460 -0.054 2.522 0.16 -0.34 0.31
H -0.858 0.812 4.013 0.34 -0.61 -0.21
O -0.446 7.703 0.149 0.25 0.24 0.40
C -0.519 6.528 -0.036 -1.38 0.18 -1.37
O -1.683 5.981 -0.555 0.91 -0.15 0.18
C -1.574 4.528 -0.475 0.29 0.88 -0.36
C -0.063 4.252 -0.581 -0.47 -0.70 0.66
C 0.550 5.484 0.065 -0.08 -0.47 0.22
H -2.071 4.043 -1.312 -0.42 0.33 0.05
H -2.073 4.323 0.469 0.45 -0.80 -0.03
H 0.258 4.063 -1.604 -0.15 0.42 -0.10
H 0.130 3.314 -0.052 0.25 0.15 0.20
H 1.444 5.880 -0.409 0.14 -0.14 0.13
H 0.721 5.290 1.124 0.25 0.17 0.06
O -3.344 -1.628 1.435 0.62 0.06 0.49
C -3.006 -2.468 2.242 -0.79 -0.08 -1.49
O -3.949 -3.195 2.858 -0.23 -0.43 0.94
C -3.326 -4.233 3.674 -0.05 -0.18 -0.95
C -1.956 -4.404 3.034 0.60 0.27 0.64
C -1.662 -2.965 2.663 -0.04 1.01 0.10
H -3.959 -5.113 3.597 -0.08 0.03 0.11
H -3.225 -3.922 4.712 -0.19 0.22 0.00
H -1.941 -5.018 2.135 -0.24 -0.16 0.10
H -1.242 -4.787 3.764 0.04 -0.14 -0.15
H -0.863 -2.747 1.962 -0.12 -0.17 -0.15
H -1.482 -2.321 3.537 0.43 -0.41 0.21
O 2.404 -0.831 -3.017 -0.51 -0.27 0.37
C 3.468 -0.820 -3.554 0.42 -0.12 -0.57
O 4.283 -1.899 -3.586 -0.11 -0.45 0.85
C 5.463 -1.694 -4.374 -0.76 0.53 -0.52
C 5.514 -0.165 -4.568 1.14 0.68 -0.25
C 4.108 0.319 -4.292 -0.17 -0.13 0.11
H 5.261 -2.282 -5.273 0.46 0.26 -0.21
H 6.343 -2.079 -3.866 -0.16 -0.11 0.15
H 5.850 0.206 -5.538 -0.11 -0.61 -0.23
H 6.283 0.268 -3.923 -0.35 -0.10 0.46
H 3.604 0.461 -5.250 -0.35 0.09 0.20
H 3.949 1.187 -3.651 0.35 0.21 -0.26
O 0.607 -0.169 1.205 -0.07 -0.81 0.87
C -0.010 -0.590 0.268 -0.56 1.08 -0.49
O 0.293 -1.735 -0.353 1.11 -0.35 -0.21
C -0.361 -1.848 -1.630 -1.91 -0.12 0.34
C -0.999 -0.482 -1.828 -1.13 0.90 -0.87
C -1.102 0.192 -0.466 1.27 -1.44 -0.29
H -1.086 -2.656 -1.482 -0.23 0.20 -0.14
H 0.199 -2.140 -2.516 1.07 0.13 0.70
H -2.006 -0.494 -2.252 0.15 -0.45 -0.20
H -0.409 0.140 -2.503 0.16 -0.28 0.16
H -2.070 -0.012 -0.012 0.03 0.34 0.25
H -0.778 1.227 -0.487 -0.50 0.19 0.23
C -0.622 2.284 -4.651 0.08 -0.08 0.17
Cl 0.725 2.108 -3.475 -0.06 0.37 -0.99
Cl -2.093 2.653 -3.784 -0.75 -0.10 0.31
H -0.537 3.100 -5.363 0.81 0.02 0.20
H -0.746 1.354 -5.196 0.08 -0.09 0.18
C -5.216 1.203 0.754 -0.67 1.10 -0.30
Br -5.941 0.659 -0.958 0.36 -0.03 0.09
Br -6.612 0.891 2.093 0.90 -0.15 -0.15
Br -4.766 3.110 0.735 -0.27 -0.47 -0.16
H -4.260 0.715 0.900 -0.36 -0.53 0.43
C -4.276 -3.354 -4.620 0.21 -0.29 0.15
Br -3.000 -1.853 -4.601 -0.86 -0.54 0.16
Br -4.418 -4.322 -2.897 0.38 0.55 -0.90
Br -3.937 -4.525 -6.132 -0.20 0.12 0.60
H -5.271 -2.966 -4.781 0.12 0.30 0.03
C 0.170 -3.107 -5.766 -0.09 -0.73 -1.01
Br -0.792 -3.439 -7.460 0.38 0.38 0.46
Br 2.068 -3.317 -6.133 -0.38 0.18 0.38
Br -0.484 -4.344 -4.446 0.38 0.08 0.02
H -0.041 -2.089 -5.468 0.08 -0.02 0.10
```
Positions in Å, forces in eV/Å.

Atomic partial charges in e from the Mulliken method, atoms 1 to 8: -0.567, 0.151, -0.396, -0.503, -0.239, 1.238, 0.102, 0.368

[3]
The following is a quantum chemistry calculation of a 2-piece molecular cluster, BrO3S overall at a distorted geometry, from OMol25.

## Properties
Kohn-Sham gap: 0.2845 Ha
Total energy: -3197.99858 Ha
Charge: -1
LUMO energy: 2.69 eV

Geometry as XYZ:
```
5
Properties=species:S:1:pos:R:3:forces:R:3
O -0.875 -1.105 -0.795 0.56 -0.06 -1.10
O -0.597 -0.272 1.407 0.62 0.95 -0.14
O -0.659 1.368 -0.526 0.72 -2.44 1.04
S -0.454 0.004 0.001 -0.58 1.62 0.25
Br 2.585 0.005 -0.088 -1.32 -0.06 -0.04
```
Positions in Å, forces in eV/Å.

Population analysis type Mulliken, resulting atomic charges in e: -0.435, -0.426, -0.442, 0.911, -0.608

[4]
The following is a quantum chemistry calculation of a 2-piece molecular cluster, C4H7NO2 overall, from OMol25.

## Properties
Kohn-Sham gap: 0.2968 Ha
Total energy: -361.69154 Ha
LUMO energy: 0.35 eV

Geometry as XYZ:
```
14
Properties=species:S:1:pos:R:3:forces:R:3
N -2.404 -0.628 0.673 0.01 0.01 -0.05
C -1.107 -0.546 0.397 -0.12 -0.06 0.04
O -0.540 -1.341 -0.403 -0.12 0.08 0.15
C -0.027 0.253 1.006 0.01 0.03 -0.01
C 0.930 -0.821 0.371 0.04 -0.11 0.12
C 1.774 0.687 -1.569 0.05 0.19 0.03
O 2.178 1.730 -1.100 -0.17 -0.35 -0.14
H -2.942 -1.369 0.246 0.03 0.15 0.05
H -2.845 -0.012 1.337 0.10 -0.04 -0.10
H -0.105 0.364 2.094 0.05 -0.07 -0.16
H 0.134 1.236 0.546 -0.13 -0.12 0.05
H 0.963 -1.654 1.099 0.11 0.15 -0.16
H 0.704 0.539 -1.820 0.13 -0.01 0.06
H 2.439 -0.130 -1.898 0.01 0.15 0.11
```
Positions in Å, forces in eV/Å.

Atomic partial charges in e from the Mulliken method, atoms 1 to 8: -0.384, 0.579, -0.400, -0.277, -0.704, -0.003, -0.498, 0.251

[5]
The following is a quantum chemistry calculation of a 2-piece molecular cluster, C6H15N2 overall at a distorted geometry, from OMol25.

## Properties
Spin multiplicity: 2
Kohn-Sham gap (spin up / spin down): 0.3699 / 0.2302 Ha
Total energy: -346.40043 Ha
Charge: +2
LUMO energy (spin up / spin down): -8.65 / -12.45 eV
<S²>: 0.753

Geometry as XYZ:
```
23
Properties=species:S:1:pos:R:3:forces:R:3
C -2.622 -1.882 -0.401 0.22 0.14 -0.49
N -0.443 0.833 -1.691 0.22 0.74 0.29
C -1.440 0.002 -1.491 -0.77 -1.19 0.00
N -1.545 -0.866 -0.517 0.03 0.64 0.03
H -2.299 -2.599 0.348 -0.30 0.14 0.20
H -2.710 -2.435 -1.339 0.06 0.21 0.03
H -3.556 -1.377 -0.182 -0.14 -0.25 0.32
H 0.206 1.151 -0.962 -0.55 -0.53 -0.78
H -0.395 1.323 -2.576 -0.14 0.18 0.15
H -2.274 -0.049 -2.200 0.61 0.09 -0.29
H -0.930 -0.764 0.275 0.18 -0.28 0.01
C 1.669 -0.913 1.388 -1.63 0.37 -0.51
C 1.452 0.531 1.058 2.65 -0.87 -0.67
C 0.632 1.369 1.808 -0.84 -0.02 1.23
C 2.325 1.095 -0.006 -0.58 1.32 -0.05
H 1.656 -1.488 0.451 0.41 0.05 0.05
H 0.866 -1.326 2.006 0.35 0.13 0.33
H 2.646 -1.058 1.854 0.14 0.03 0.05
H 0.612 2.454 1.781 0.21 -0.02 -0.34
H -0.001 0.900 2.556 -0.14 0.13 0.02
H 1.945 2.085 -0.332 0.12 -0.42 -0.07
H 2.537 0.453 -0.865 0.05 -0.12 0.34
H 3.294 1.421 0.437 -0.17 -0.48 0.13
```
Positions in Å, forces in eV/Å.

Atomic partial charges in e from the Mulliken method, atoms 1 to 8: -0.890, -0.168, 0.239, -0.089, 0.304, 0.386, 0.359, 0.071

[6]
The following is a quantum chemistry calculation of a 2-piece molecular cluster, C4H10N2O2 overall at a distorted geometry, from OMol25.

## Properties
Kohn-Sham gap: 0.3728 Ha
Total energy: -418.34164 Ha
LUMO energy: 0.70 eV
SMILES: [H]/N=C\C.COC(N)=O

Geometry as XYZ:
```
18
Properties=species:S:1:pos:R:3:forces:R:3
H -1.923 -0.620 -1.280 -0.03 0.14 -1.31
N -1.115 -1.211 -1.524 1.89 0.92 2.71
C -0.025 -0.491 -1.411 -1.41 -1.46 -3.63
C 0.090 0.903 -2.001 0.09 0.32 1.70
H 0.932 -1.041 -1.395 -0.37 0.05 0.19
H 0.510 0.874 -3.006 -0.14 -0.38 -0.01
H -0.881 1.401 -1.996 0.12 0.01 -0.10
H 0.786 1.476 -1.387 -0.06 0.28 -0.10
C 1.824 -0.038 1.264 0.35 -0.11 -0.12
O 0.604 -0.655 1.616 -3.15 1.10 -1.74
C -0.684 0.040 1.097 1.69 1.57 4.65
N -1.730 -0.584 1.702 0.72 -0.82 -0.96
O -0.727 1.217 0.793 0.67 -1.77 -0.90
H 1.691 0.984 0.892 -0.05 -0.22 0.05
H 2.460 -0.020 2.160 -0.26 0.10 -0.12
H 2.337 -0.668 0.528 -0.02 0.28 -0.07
H -1.587 -1.520 2.050 -0.23 0.23 0.00
H -2.561 -0.046 1.900 0.21 -0.23 -0.24
```
Positions in Å, forces in eV/Å.

Atomic partial charges in e from the Mulliken method, atoms 1 to 8: 0.283, -0.636, 0.051, -0.824, 0.327, 0.335, 0.251, 0.239

[7]
The following is a quantum chemistry calculation of a single C3H5NO2 molecule, from OMol25.

## Properties
Kohn-Sham gap: 0.4000 Ha
Total energy: -322.57384 Ha
LUMO energy: 0.69 eV
SMILES: CC(=O)NC=O

Geometry as XYZ:
```
11
Properties=species:S:1:pos:R:3:forces:R:3
C 0.648 0.915 -1.307 0.00 0.07 -0.04
C 0.577 0.242 0.045 0.22 0.04 0.12
O 1.483 0.276 0.848 -0.26 0.02 -0.31
N -0.604 -0.443 0.309 -0.12 -0.07 0.02
C -0.820 -1.167 1.474 -0.19 -0.14 0.09
O -1.848 -1.763 1.687 0.36 0.24 -0.11
H 1.377 0.383 -1.925 -0.08 0.03 0.10
H 1.018 1.933 -1.168 -0.04 -0.12 0.00
H -0.308 0.945 -1.839 0.12 -0.04 0.13
H -1.364 -0.442 -0.357 0.10 0.01 0.02
H 0.042 -1.132 2.153 -0.11 -0.03 -0.03
```
Positions in Å, forces in eV/Å.

Atomic partial charges in e from the Mulliken method, atoms 1 to 8: -0.901, 0.687, -0.567, -0.150, 0.056, -0.523, 0.250, 0.284